DFT (wB97M-V/def2-TZVPD) results for a single C8H10N2O5 molecule in a non-equilibrium geometry.

Geometry as ORCA input:
```
! wB97M-V def2-TZVPD RIJCOSX def2/J DEFGRID3
* xyz 0 1
O -0.527 1.687 0.594
O -3.502 -0.420 1.146
O 4.200 0.353 -0.551
O 4.016 -0.427 1.466
O -3.238 -1.900 -0.388
N 3.428 -0.215 0.202
N -2.878 -0.900 0.207
C -0.793 -0.855 -1.076
C -2.908 2.072 0.240
C 0.293 -0.062 -1.701
C 1.243 -1.260 0.851
C -1.560 1.195 0.269
C 2.146 -0.469 -0.096
C -1.656 -0.240 -0.242
C 1.574 0.082 -1.276
H 2.338 0.706 -1.653
H 0.919 -0.750 1.693
H 0.480 -1.798 0.350
H -1.095 -1.825 -1.279
H -2.500 2.993 0.100
H -3.436 1.561 -0.538
H 4.916 -0.060 1.510
H -3.176 1.936 1.292
H 0.045 0.621 -2.540
H 1.673 -2.025 1.423
*
```

Values from the calculation:
Relative energy (zero: lowest compared OMol25 entry of this formula, charge and spin), kcal/mol: 214.8
Orbital gap, eV: 7.436
E_LUMO, eV: -1.04
Highest occupied orbital energy, eV: -8.474

---

DFT (wB97M-V/def2-TZVPD) results for a single C8H10N2OS molecule in a non-equilibrium geometry.

Geometry as ORCA input:
```
! wB97M-V def2-TZVPD RIJCOSX def2/J DEFGRID3
* xyz 0 1
S 0.773 -0.726 -1.193
O 1.311 0.421 2.456
N 0.080 1.452 -2.683
N -0.651 1.570 -0.564
C -0.859 1.365 0.752
C 0.194 -3.355 0.380
C 0.081 0.878 -1.481
C 1.246 0.365 1.261
C -0.678 2.543 -2.513
C 0.415 -1.974 1.126
C 0.882 -0.738 0.461
C -1.074 2.684 -1.256
H -0.530 2.068 1.524
H -1.382 0.433 1.101
H -1.725 3.411 -0.752
H -0.670 3.274 -3.252
H 1.070 -3.940 0.130
H 1.653 1.289 0.585
H 1.070 -2.130 1.979
H -0.166 -3.125 -0.618
H -0.378 -3.907 1.061
H -0.663 -1.857 1.494
*
```

Values from the calculation:
Relative energy (zero: lowest compared OMol25 entry of this formula, charge and spin), kcal/mol: 101.4
Orbital gap (alpha / beta), eV: 7.096 / 7.119
E_LUMO (alpha / beta), eV: -1.47 / -0.82
Highest occupied orbital energy (alpha / beta), eV: -8.561 / -7.937

---

DFT (wB97M-V/def2-TZVPD) results for an isolated ion of composition C8H10N3 and charge +1 in a non-equilibrium geometry.

Geometry as ORCA input:
```
! wB97M-V def2-TZVPD RIJCOSX def2/J DEFGRID3
* xyz 1 1
N 0.634 0.954 -0.330
N -1.009 0.010 1.025
N 2.517 -0.446 -1.955
C 0.416 -1.543 -2.149
C 1.679 -1.020 -2.594
C -0.398 -1.070 -1.171
C -2.170 -0.701 1.461
C 1.687 1.391 -0.847
C -0.216 -0.089 -0.027
C -0.746 1.079 2.036
C 2.865 0.575 -1.240
H 3.926 0.769 -1.033
H -0.764 0.576 2.977
H -0.030 -2.307 -2.900
H -2.056 -0.853 2.465
H 1.698 2.489 -1.013
H 0.327 1.513 1.810
H -1.600 1.761 2.142
H -1.376 -1.474 -0.883
H -2.352 -1.622 0.804
H -3.030 0.007 1.423
*
```

Values from the calculation:
Relative energy (zero: lowest compared OMol25 entry of this formula, charge and spin), kcal/mol: 105.7
Orbital gap, eV: 6.758
E_LUMO, eV: -5.20
Highest occupied orbital energy, eV: -11.961

---

DFT (wB97M-V/def2-TZVPD) results for an isolated ion of composition C8H10N3OS and charge +1 in a non-equilibrium geometry.

Geometry as ORCA input:
```
! wB97M-V def2-TZVPD RIJCOSX def2/J DEFGRID3
* xyz 1 1
S -2.613 0.775 1.764
O 2.715 -1.257 -0.689
N -2.370 -0.929 3.662
N 0.894 -1.004 0.672
N -0.066 0.921 -0.479
C 1.657 -0.698 -0.605
C -3.064 0.047 3.231
C -1.264 -0.339 1.686
C 0.297 -0.110 -2.622
C -1.387 -1.188 2.832
C 1.929 1.507 -1.615
C -0.297 -0.432 0.739
C 0.976 0.409 -1.367
H -0.176 -1.020 -2.517
H 1.081 -0.145 -3.366
H 2.403 1.147 -2.539
H 1.097 -1.915 1.158
H -0.966 0.914 -0.987
H -4.086 0.278 3.682
H 1.498 2.508 -1.827
H -0.401 0.690 -3.033
H 2.759 1.714 -0.892
H -0.617 -1.872 3.110
*
```

Values from the calculation:
Relative energy (zero: lowest compared OMol25 entry of this formula, charge and spin), kcal/mol: 46.7
Orbital gap, eV: 8.485
E_LUMO, eV: -5.69
Highest occupied orbital energy, eV: -14.175

---

DFT (wB97M-V/def2-TZVPD) results for an isolated ion of composition C8H10N3S3 and charge +1 in a non-equilibrium geometry.

Geometry as ORCA input:
```
! wB97M-V def2-TZVPD RIJCOSX def2/J DEFGRID3
* xyz 1 1
S 2.127 2.766 -1.032
S -4.194 0.915 -1.064
S -0.232 3.008 1.040
N 0.708 0.803 -0.133
N -2.850 -0.939 0.029
N -0.662 -0.952 0.881
C -1.800 -1.537 0.593
C 2.358 -0.941 -0.162
C 1.421 -0.104 -0.989
C -2.803 0.369 -0.365
C -0.876 1.410 1.450
C 0.900 2.119 -0.202
C 3.648 -1.005 -0.282
C -0.317 0.403 0.790
H 1.959 0.497 -1.734
H 1.837 -1.646 0.531
H 0.764 -0.892 -1.666
H -3.541 2.024 -1.572
H 4.242 -1.378 0.563
H 0.133 -1.560 1.051
H -1.887 -2.552 0.894
H -1.517 1.118 2.210
H 4.294 -0.418 -0.972
H -3.711 -1.508 0.144
*
```

Values from the calculation:
Relative energy (zero: lowest compared OMol25 entry of this formula, charge and spin), kcal/mol: 67.5
Orbital gap, eV: 5.818
E_LUMO, eV: -5.26
Highest occupied orbital energy, eV: -11.081

---

DFT (wB97M-V/def2-TZVPD) results for a single C8H10N4 molecule in a non-equilibrium geometry.

Geometry as ORCA input:
```
! wB97M-V def2-TZVPD RIJCOSX def2/J DEFGRID3
* xyz 0 1
N -2.077 -3.976 0.045
N 1.082 -3.251 1.251
N 1.394 -2.432 2.074
N 1.491 -2.980 -2.097
C -0.020 -1.125 0.590
C 0.945 -2.830 -1.129
C -1.113 -3.377 0.084
C -0.903 0.038 -1.532
C 0.196 -2.686 0.179
C 0.293 1.266 0.183
C 0.868 -1.070 1.848
C 0.211 -0.153 -0.489
H 1.122 -0.302 -1.026
H -1.798 0.238 -0.950
H 0.288 -0.761 2.730
H 0.634 1.794 -0.649
H -0.696 1.681 0.434
H -1.126 -0.891 -2.143
H 0.959 1.334 1.049
H -1.091 -1.137 1.063
H 1.711 -0.463 1.604
H -0.664 0.919 -2.202
*
```

Values from the calculation:
Relative energy (zero: lowest compared OMol25 entry of this formula, charge and spin), kcal/mol: 70.2
Orbital gap, eV: 10.456
E_LUMO, eV: 0.28
Highest occupied orbital energy, eV: -10.180

---

DFT (wB97M-V/def2-TZVPD) results for a single C8H10N4O2S molecule in a non-equilibrium geometry.

Geometry as ORCA input:
```
! wB97M-V def2-TZVPD RIJCOSX def2/J DEFGRID3
* xyz 0 1
S -0.342 -2.242 2.089
O 1.472 -2.840 -3.037
O -0.628 -3.125 -2.809
N -0.596 0.154 -0.439
N -0.555 0.190 3.246
N 0.395 -2.550 -2.521
N 0.456 0.709 -1.052
C -0.543 1.905 1.430
C -0.777 -1.098 -0.882
C 2.197 0.123 -2.650
C -0.630 -0.681 2.257
C 1.048 -0.152 -1.756
C 0.261 -1.389 -1.706
C -0.751 1.634 2.939
C -1.297 0.783 0.592
H -0.968 2.833 1.096
H 1.851 -0.019 -3.662
H 0.476 1.839 1.074
H -1.612 -1.756 -0.846
H 2.502 1.273 -2.514
H -0.666 0.118 4.233
H -1.759 1.925 3.217
H 3.004 -0.531 -2.473
H -0.191 2.338 3.576
H -2.348 0.558 0.597
*
```

Values from the calculation:
Relative energy (zero: lowest compared OMol25 entry of this formula, charge and spin), kcal/mol: 6.6
Orbital gap (alpha / beta), eV: 7.441 / 7.442
E_LUMO (alpha / beta), eV: -0.26 / -0.26
Highest occupied orbital energy (alpha / beta), eV: -7.706 / -7.706

---

DFT (wB97M-V/def2-TZVPD) results for a 3-piece molecular cluster, C8H10N4O3S overall in a non-equilibrium geometry.

Geometry as ORCA input:
```
! wB97M-V def2-TZVPD RIJCOSX def2/J DEFGRID3
* xyz 0 1
S -0.117 -2.842 -1.621
O -0.731 -1.991 1.498
O -0.880 -4.062 -1.772
O 1.114 -2.942 -0.890
N 0.766 0.280 0.697
N -2.098 -1.332 -0.970
N -1.887 -0.550 0.122
N 1.833 -0.451 0.480
C -2.865 0.685 -1.455
C 0.681 1.075 -0.355
C -1.225 -0.930 1.273
C 1.787 0.882 -1.212
C 2.495 -0.132 -0.641
C 2.285 -1.394 1.457
C -2.554 -0.575 -1.910
C -2.443 0.734 -0.177
H 1.678 -2.265 1.414
H 1.840 1.453 -2.037
H -3.132 1.545 -2.086
H -2.364 1.525 0.551
H -0.214 1.537 -0.633
H -1.392 -0.059 1.903
H 3.323 -0.837 -0.830
H -2.661 -1.166 -2.827
H 3.282 -1.683 1.190
H 2.218 -1.056 2.444
*
```

Values from the calculation:
Relative energy (zero: lowest compared OMol25 entry of this formula, charge and spin), kcal/mol: 0.1
Orbital gap, eV: 9.181
E_LUMO, eV: -0.22
Highest occupied orbital energy, eV: -9.397

---

DFT (wB97M-V/def2-TZVPD) results for a single C8H10N4S molecule in a non-equilibrium geometry.

Geometry as ORCA input:
```
! wB97M-V def2-TZVPD RIJCOSX def2/J DEFGRID3
* xyz 0 1
S 4.639 -1.036 0.033
N 1.763 -0.976 -0.160
N 4.155 1.560 0.252
N 2.297 0.282 -0.060
N -0.235 0.997 -0.246
C -2.620 1.505 0.152
C -1.974 -0.829 0.203
C -3.004 0.149 0.196
C 0.491 -1.256 -0.169
C -2.356 -2.243 0.109
C 3.591 0.370 0.146
C -0.670 -0.315 -0.009
C -1.289 1.828 -0.181
H 0.274 -2.339 -0.278
H -2.421 -2.806 1.282
H 5.201 1.590 0.444
H -3.323 2.324 0.340
H -1.451 -2.765 -0.616
H -4.109 0.028 -0.013
H -0.998 2.788 -0.312
H 3.850 2.529 -0.331
H -3.459 -2.429 -0.579
H 1.648 1.043 -0.205
*
```

Values from the calculation:
Relative energy (zero: lowest compared OMol25 entry of this formula, charge and spin), kcal/mol: 93.5
Orbital gap, eV: 6.881
E_LUMO, eV: -0.41
Highest occupied orbital energy, eV: -7.294

---

DFT (wB97M-V/def2-TZVPD) results for a 2-piece molecular cluster, C8H10NO2 overall in a non-equilibrium geometry.

Geometry as ORCA input:
```
! wB97M-V def2-TZVPD RIJCOSX def2/J DEFGRID3
* xyz -1 1
O 0.031 -0.855 -2.379
O 2.193 0.940 -1.474
N 1.240 1.775 -0.770
C -0.528 -0.146 -1.505
C 0.165 -1.238 2.527
C -0.837 -0.287 2.237
C -0.162 -0.211 -0.125
C -1.559 0.969 -1.917
C 0.922 -1.168 0.234
C 1.050 -1.616 1.501
C -0.967 0.185 0.942
H -1.379 1.708 -1.187
H 1.486 1.803 0.261
H 1.694 0.690 -2.217
H -1.295 1.217 -2.932
H 1.734 -2.385 1.776
H -1.794 0.755 0.595
H 0.179 -1.678 3.552
H 1.700 -1.358 -0.453
H -1.235 0.270 3.053
H -2.639 0.627 -1.718
*
```

Values from the calculation:
Relative energy (zero: lowest compared OMol25 entry of this formula, charge and spin), kcal/mol: 73.4
Orbital gap (alpha / beta), eV: 7.041 / 5.229
E_LUMO (alpha / beta), eV: 3.89 / 3.91
Highest occupied orbital energy (alpha / beta), eV: -3.151 / -1.314

---

DFT (wB97M-V/def2-TZVPD) results for C8H10NO3 as an isolated structure in a non-equilibrium geometry.

Geometry as ORCA input:
```
! wB97M-V def2-TZVPD RIJCOSX def2/J DEFGRID3
* xyz -1 1
O -3.586 -1.547 0.130
O -1.403 -1.229 0.403
O -1.511 2.481 0.295
N -2.796 0.559 -0.066
C -0.463 -0.144 0.541
C 1.199 1.253 -0.784
C 0.071 0.304 1.830
C 0.691 -0.160 -0.463
C 1.764 -1.293 -0.418
C -2.675 -0.766 0.055
C -1.786 1.289 0.164
C 0.748 -1.203 -1.602
H 1.059 -0.097 2.080
H -0.598 0.033 2.729
H 0.349 1.948 -0.947
H 0.141 1.416 2.012
H 1.674 -2.110 0.304
H 0.968 -0.657 -2.459
H 1.739 1.217 -1.632
H 2.754 -0.999 -0.621
H 1.769 1.581 0.120
H -0.109 -1.876 -1.672
*
```

Values from the calculation:
Relative energy (zero: lowest compared OMol25 entry of this formula, charge and spin), kcal/mol: 15.5
Orbital gap, eV: 7.490
E_LUMO, eV: 3.60
Highest occupied orbital energy, eV: -3.892

---

Question: What is the relative energy (zero: lowest compared OMol25 entry of this formula, charge and spin) in the fourth record?
Answer: 46.7 kcal/mol

---

Question: What is the relative energy (zero: lowest compared OMol25 entry of this formula, charge and spin) in the eighth record?
Answer: 0.1 kcal/mol

---

Question: Which formula does entry 8 have?
Answer: C8H10N4O3S

---

Question: Which value of relative energy (zero: lowest compared OMol25 entry of this formula, charge and spin) does entry 7 give?
Answer: 6.6 kcal/mol